P) The following is a DFT calculation (wB97M-V/def2-TZVPD) of a cluster of 3 separate species, C3H5NO4 in total.

Summary:
HOMO (spin up / spin down): -9.733 / -9.190 eV
net charge: 0
Kohn-Sham gap (spin up / spin down): 0.3238 / 0.3375 hartree
molecular weight: 119.1 g mol⁻¹

Last column: natural (NBO) charge in e.
Geometry (Å):
C (-2.34689, 1.05166, -0.49084)  -0.4934
N (-2.10239, -0.04633, 0.39154)  -0.4337
C (0.18957, -1.07671, 0.04026)  1.0467
C (2.71313, -0.83759, 0.43974)  0.7282
O (0.29157, -0.04642, 0.59784)  -0.5410
O (3.17304, -0.01375, -0.49280)  -0.6911
O (0.04392, -2.07838, -0.51556)  -0.4929
O (3.29020, -1.42053, 1.29125)  -0.5269
H (4.14963, 0.06527, -0.41185)  0.4888
H (-2.04895, 0.32092, 1.34492)  0.3045
H (-1.70677, 1.93052, -0.32006)  0.2014
H (-3.38279, 1.41476, -0.34218)  0.2152
H (-2.26327, 0.73658, -1.53227)  0.1943

---

Q) The following is a DFT calculation (wB97M-V/def2-TZVPD) of a cluster of 2 separate species, C3H5NO4 in total.

Summary:
HOMO: -8.935 eV
net charge: 0
Kohn-Sham gap: 0.3412 hartree
structure (SMILES): O/C=C1\CO1.O=NO
molecular weight: 119.1 g mol⁻¹

Last column: natural (NBO) charge in e.
Geometry (Å):
O (-2.18310, -1.36088, 0.47124)  -0.6723
C (-1.25774, -1.11576, -0.50384)  0.0646
C (-0.73130, 0.12135, -0.52466)  0.1592
C (-0.73892, 1.46723, -0.03656)  -0.1462
O (0.17921, 1.01168, -0.99930)  -0.4558
H (-2.10914, -0.65870, 1.17518)  0.4828
H (-0.85962, -1.87711, -1.15987)  0.2105
H (-1.48013, 2.18006, -0.32680)  0.2014
H (-0.37773, 1.51316, 0.96184)  0.1767
O (3.10973, -1.62905, 0.53414)  -0.2533
N (2.25983, -0.93059, 0.14802)  0.3433
O (2.56533, 0.49420, 0.15893)  -0.5890
H (1.62358, 0.78440, 0.10168)  0.4779

---

Which of them is the least stable? Correct choice: Q).

---

P) The following is a DFT calculation (wB97M-V/def2-TZVPD) of an isolated molecule of C2H3NOS2.

Summary:
HOMO: -9.283 eV
net charge: 0
Kohn-Sham gap: 0.3560 hartree
structure (SMILES): O=CS/C=N\S
molecular weight: 121.2 g mol⁻¹

Last column: natural (NBO) charge in e.
Geometry (Å):
O (-3.36053, -0.32655, -0.08568)  -0.4854
C (-2.36401, 0.31342, -0.00223)  0.2854
S (-0.74578, -0.44828, 0.06131)  0.2004
C (0.33255, 0.92842, 0.03783)  -0.0826
N (1.57405, 0.99397, -0.01870)  -0.5312
S (2.55411, -0.41045, -0.04437)  0.2072
H (-2.26251, 1.41327, 0.01030)  0.1303
H (-0.20773, 1.86709, 0.08217)  0.1884
H (1.59157, -1.33710, 0.23919)  0.0875

---

Q) The following is a DFT calculation (wB97M-V/def2-TZVPD) of an isolated molecule of C2H3NOS2.

Summary:
HOMO: -9.316 eV
net charge: 0
Kohn-Sham gap: 0.3325 hartree
structure (SMILES): O=CN(S)C=S
molecular weight: 121.2 g mol⁻¹

Last column: natural (NBO) charge in e.
Geometry (Å):
O (2.41376, -0.21247, -0.09743)  -0.5173
C (1.30635, -0.63543, -0.05428)  0.5430
N (0.17912, 0.18474, 0.12520)  -0.5911
S (0.41956, 1.86963, 0.02475)  0.2293
C (-1.04534, -0.42208, 0.07599)  -0.1229
S (-2.50714, 0.23160, -0.06934)  -0.0237
H (1.06812, -1.71771, -0.07991)  0.1340
H (-0.80727, 2.18500, -0.28791)  0.1373
H (-1.02717, -1.48328, 0.36294)  0.2114

---

R) The following is a DFT calculation (wB97M-V/def2-TZVPD) of an isolated molecule of C2H3NOS2.

Summary:
HOMO: -9.057 eV
net charge: 0
Kohn-Sham gap: 0.3373 hartree
structure (SMILES): O=CSNC=S
molecular weight: 121.2 g mol⁻¹

Last column: natural (NBO) charge in e.
Geometry (Å):
O (2.24862, 2.32412, -0.64263)  -0.5063
C (1.55617, 1.45487, -0.08125)  0.2510
S (0.86952, 0.04111, -0.98110)  0.4357
N (0.16826, -1.09292, 0.15091)  -0.7887
C (-1.05165, -1.39463, 0.76288)  -0.1881
S (-2.32452, -0.58380, 0.79453)  0.0488
H (1.24238, 1.38395, 0.90893)  0.1409
H (0.91000, -1.78043, 0.64581)  0.4011
H (-1.06623, -2.22449, 1.42536)  0.2055

---

Which of them is the least stable? Correct choice: R).